116
Properties=species:S:1:pos:R:3 method="wB97M-V/def2-TZVPD" relative_energy_kcal_mol=0.00 energy_ha=-3642.61375 multiplicity=5 homo_lumo_gap_ev="6.54 / 6.57"
Cr -0.11752 0.25635 -0.05336
C 7.16673 -0.29983 -2.71809
C 6.15207 0.40741 -3.57328
C 5.42690 1.49108 -3.08996
C 4.48999 2.14542 -3.87614
C 4.24103 1.70118 -5.16655
N 3.29997 2.33763 -6.02453
C 2.16068 3.01971 -5.66717
O 1.72849 3.93786 -6.33489
N 1.50564 2.62096 -4.51171
C 1.41398 1.34218 -3.93552
C 1.66609 0.15678 -4.61547
C 1.50817 -1.03717 -3.93518
C 1.08610 -1.02676 -2.61816
N 0.82120 0.10812 -1.96867
C 0.99434 1.25981 -2.61493
C 4.95111 0.61423 -5.66203
C 5.90237 -0.01366 -4.87668
H 7.42273 0.29158 -1.83973
H 8.08276 -0.49719 -3.27595
H 6.77847 -1.25835 -2.36795
H 5.60289 1.84121 -2.07997
H 3.95405 2.99964 -3.48354
H 3.65453 2.67197 -6.90775
H 0.75906 3.26153 -4.28830
H 1.96747 0.17206 -5.65297
H 1.69797 -1.98027 -4.42822
H 0.95428 -1.94181 -2.06039
H 0.76663 2.16611 -2.06262
H 4.75262 0.26511 -6.66855
H 6.45534 -0.85325 -5.28168
O -0.91119 1.13839 1.61884
P -1.96787 1.60621 2.56536
N -1.32030 2.72138 3.58258
C 0.04278 2.53912 4.11134
C 0.16619 3.63288 5.16859
C -1.26110 3.75784 5.69618
C -2.08861 3.65582 4.41982
N -3.29337 2.40346 2.00348
C -3.16295 3.74319 1.39361
C -4.03761 3.66980 0.14747
C -5.16423 2.73806 0.59142
C -4.44125 1.67819 1.42125
N -2.58381 0.29329 3.33129
C -2.18376 -1.09565 3.07943
C -3.34927 -1.87481 3.67067
C -3.68204 -1.06849 4.92681
C -3.45982 0.39201 4.50293
H 0.78217 2.62346 3.31603
H 0.15803 1.54957 4.56157
H 0.47444 4.57219 4.70383
H 0.89524 3.38071 5.93708
H -1.44601 4.68193 6.24239
H -1.48913 2.91828 6.35850
H -2.15447 4.63511 3.93420
H -3.10567 3.30195 4.58723
H -2.11957 3.96990 1.17363
H -3.54064 4.50543 2.08189
H -3.47799 3.21574 -0.67067
H -4.38889 4.64977 -0.17347
H -5.71412 2.29678 -0.23882
H -5.87518 3.28279 1.21761
H -4.10517 0.85799 0.78754
H -5.07660 1.26802 2.20816
H -1.25043 -1.34360 3.59426
H -2.03624 -1.26622 2.01429
H -3.09417 -2.91226 3.88201
H -4.19024 -1.85926 2.97294
H -2.98834 -1.33210 5.72720
H -4.69354 -1.23590 5.29392
H -2.99149 0.97105 5.30485
H -4.39836 0.88908 4.23957
C -4.18089 -0.71334 -1.70366
C -2.85738 -0.78552 -0.93742
C -2.10226 -2.05708 -1.32383
C -1.97791 0.45775 -1.13215
H -4.81822 -1.58393 -1.51873
H -3.98562 -0.65991 -2.77863
H -4.74107 0.18457 -1.43104
H -3.10790 -0.88060 0.13068
H -1.76344 -1.99117 -2.36298
H -2.72153 -2.95320 -1.23024
H -1.21691 -2.20034 -0.69310
H -2.55243 1.33975 -0.81853
H -1.82709 0.58482 -2.21702
C 1.81159 -0.39592 3.16518
Si 1.88759 -0.85777 1.30715
C 3.64923 -0.17166 0.80514
C 3.47034 1.32438 0.51257
C 4.17857 -0.83299 -0.46775
C 4.71114 -0.29814 1.90163
C 1.92908 -2.81382 1.39328
C 0.70966 -3.24230 2.21923
C 3.17739 -3.39788 2.05914
C 1.77514 -3.45515 0.01214
H 2.48249 -0.99935 3.78445
H 0.79868 -0.50736 3.55728
H 2.09462 0.65075 3.30126
H 2.82590 1.48609 -0.35671
H 4.43989 1.79719 0.30282
H 3.02551 1.85470 1.36048
H 3.46860 -0.75338 -1.29641
H 4.40265 -1.89119 -0.31538
H 5.10916 -0.34696 -0.78643
H 4.41997 0.23912 2.80621
H 5.66151 0.13286 1.55753
H 4.90341 -1.33424 2.17997
H 0.78649 -2.91041 3.25729
H 0.61547 -4.33570 2.22475
H -0.21628 -2.83476 1.80004
H 3.36240 -2.95910 3.04203
H 4.07121 -3.24518 1.45128
H 3.06160 -4.48067 2.19965
H 0.80789 -3.19927 -0.42923
H 1.81169 -4.54940 0.09288
H 2.56016 -3.14875 -0.68308